ORCA calculation (ωB97M-V with the def2-TZVPD basis set) on a molecular structure, C26H37N6O5Os.

Net charge: +3
Energy above the lowest of the compared OMol25 structures with the same formula, charge and spin (kcal/mol): 0.00
Total energy (eV): -49183.655
Frontier orbital gap (spin up / spin down) (eV): 7.82 / 5.53
Spin multiplicity: 5
⟨S²⟩: 6.03
Lowest unoccupied orbital energy (spin up / spin down) (eV): -8.312 / -10.559

Cartesian coordinates (Å):
Os: -0.953 -0.751 0.033
C: -1.820 -4.453 2.279
O: -2.275 -3.777 3.479
C: -2.353 -2.498 3.680
C: -2.942 -2.137 4.920
C: -3.097 -0.830 5.249
C: -2.661 0.174 4.355
C: -2.074 -0.114 3.131
C: -1.662 1.023 2.325
N: -1.222 0.925 1.123
N: -0.875 2.103 0.471
C: -0.672 1.887 -0.785
O: -0.767 0.651 -1.317
C: -0.296 2.971 -1.699
C: -0.335 2.766 -3.081
C: 0.038 3.787 -3.942
C: 0.449 5.011 -3.428
C: 0.477 5.221 -2.054
C: 0.103 4.210 -1.188
C: -1.881 -1.471 2.753
O: -1.273 -1.866 1.672
H: -2.044 -5.495 2.472
H: -0.750 -4.304 2.165
H: -2.361 -4.079 1.415
H: -3.263 -2.942 5.568
H: -3.552 -0.546 6.188
H: -2.788 1.212 4.638
H: -1.733 2.019 2.750
H: -0.705 1.829 -3.478
H: -0.017 3.642 -5.013
H: 0.732 5.809 -4.101
H: 0.780 6.182 -1.660
H: 0.108 4.372 -0.118
N: 1.935 0.676 -2.453
C: 3.023 -0.359 -2.286
C: 2.630 -1.419 -1.257
C: 2.695 -0.994 0.206
N: 1.427 -0.348 0.663
C: 3.955 -0.163 0.504
C: 4.245 0.956 -0.492
N: 3.194 1.999 -0.413
C: 4.302 0.390 -1.915
H: 0.983 0.297 -2.489
H: 2.083 1.233 -3.296
H: 2.008 1.329 -1.636
H: 3.136 -0.842 -3.256
H: 3.352 -2.228 -1.394
H: 1.646 -1.839 -1.485
H: 2.776 -1.901 0.807
H: 1.508 0.663 0.551
H: 1.343 -0.501 1.665
H: 4.813 -0.838 0.500
H: 3.904 0.240 1.520
H: 5.226 1.372 -0.249
H: 3.462 2.805 -0.974
H: 3.149 2.359 0.538
H: 5.141 -0.302 -1.995
H: 4.501 1.185 -2.641
O: -2.828 -2.979 -0.862
C: -1.851 -2.951 -1.594
O: -0.797 -2.220 -1.417
C: -1.802 -3.858 -2.819
N: -3.173 -4.474 -2.988
C: -3.016 -5.984 -3.054
C: -1.562 -6.166 -3.457
C: -0.851 -5.056 -2.685
H: -1.578 -3.271 -3.707
H: -3.631 -4.123 -3.827
H: -3.730 -4.172 -2.176
H: -3.748 -6.389 -3.746
H: -3.215 -6.368 -2.055
H: -1.442 -6.032 -4.533
H: -1.199 -7.159 -3.203
H: 0.134 -4.821 -3.078
H: -0.742 -5.332 -1.633

Mulliken atomic charge list, values in e, 2 entries: 2.63 -0.69